Record 1
The following is a quantum chemistry calculation of an isolated ion of composition C6H8NS2 and charge +1, from OMol25.

Computed properties:
energy above the lowest of the compared OMol25 structures with the same formula, charge and spin = 44.8 kcal/mol
total charge = +1
SMILES = [NH3+][C@@]12C=C[C@H]3S[C@H]3[C@@H]1S2
HOMO = -12.5276 eV
gap between HOMO and LUMO = 0.3255 hartree

The geometry in XYZ format:
```
17
Properties=species:S:1:pos:R:3:forces:R:3
C 0.99231 1.04381 -1.16989 0.4 0.3 0.7
C -0.21282 1.20305 -0.60154 -0.1 -0.8 -1.4
C 1.83598 -0.08277 -0.88856 1.6 -3.3 -0.9
C 1.26622 -1.26149 -0.03816 0.6 -1.5 -1.9
C -0.14474 -1.29331 0.36109 -3.1 3.7 -0.6
C -1.00336 0.10433 0.06758 2.0 -1.7 -0.4
N -1.93666 0.56376 1.18091 5.0 -2.1 2.2
S 2.29606 -0.20092 0.87048 1.4 0.5 0.4
S -1.60363 -1.39797 -0.73723 0.8 0.4 0.0
H 1.58667 1.76848 -1.76340 -1.4 0.1 0.3
H -0.70129 2.00574 -1.06899 -1.3 1.3 0.2
H 2.60793 -0.37340 -1.77299 -1.7 0.7 2.6
H 1.63230 -2.31477 -0.24475 -0.1 1.5 0.1
H -0.36815 -1.59683 1.34837 0.0 -0.8 0.9
H -2.46486 -0.23976 1.44691 -0.9 -0.8 0.2
H -2.50631 1.31374 0.99033 -1.7 2.4 -0.8
H -1.27565 0.75831 2.01983 -1.5 0.2 -1.5
```
Positions in Å, forces in eV/Å.

=====

Record 2
The following is a quantum chemistry calculation of C45H42F5IN3P2SY as an isolated structure, from OMol25.

Computed properties:
energy above the lowest of the compared OMol25 structures with the same formula, charge and spin = 37.0 kcal/mol
total charge = +2
HOMO = -12.6197 eV
gap between HOMO and LUMO = 0.2610 hartree

The geometry in XYZ format:
```
100
Properties=species:S:1:pos:R:3:forces:R:3
Y 0.89035 0.05692 0.39880 0.0 0.1 -0.6
C -2.20112 0.05699 -2.14728 0.0 0.0 0.1
C -1.62690 1.19493 -1.29404 -0.1 -0.1 -0.1
P -2.60438 1.57442 0.26532 0.0 0.0 0.0
C -1.27995 1.90647 1.52026 0.1 -0.1 0.1
C -0.76675 3.16680 1.83684 -0.1 0.0 0.0
C 0.18363 3.32615 2.83678 0.1 0.0 0.0
C 0.69860 2.23016 3.51026 0.0 0.0 0.0
C 0.17028 0.96674 3.25566 -0.1 0.0 0.0
C -0.85486 0.82748 2.31597 0.1 0.0 0.1
C -3.19823 3.27832 -0.01530 -0.1 0.0 -0.1
C -3.07277 4.02254 -1.18272 -0.3 -0.1 0.0
C -3.62900 5.29488 -1.26934 -0.5 -0.1 0.1
C -4.31303 5.83463 -0.19426 0.0 0.0 -0.1
C -4.45926 5.09212 0.97243 0.0 0.0 0.0
C -3.91844 3.82204 1.05470 0.0 0.0 0.1
C -1.80434 -1.38423 -1.79535 -0.1 0.0 0.0
P -1.72926 -1.78837 -0.00786 0.1 0.1 -0.1
C -1.42922 -3.59212 0.03131 -0.1 0.0 -0.1
C -1.45403 -4.22742 1.27453 0.0 0.0 0.0
C -1.28629 -5.59749 1.37510 0.0 0.0 0.0
C -1.07238 -6.35598 0.23015 0.0 0.0 0.0
C -1.03973 -5.73603 -1.00804 0.0 0.0 0.0
C -1.22315 -4.36093 -1.10938 0.1 0.0 0.0
C -3.44048 -1.69141 0.59551 0.0 0.0 0.1
C -3.65316 -1.61030 1.97050 0.0 0.0 0.0
C -4.93942 -1.54576 2.48158 0.0 0.0 0.0
C -6.02692 -1.55445 1.61983 0.0 0.0 0.0
C -5.82371 -1.64626 0.25067 0.0 0.0 0.0
C -4.53634 -1.71975 -0.26037 0.0 0.0 0.0
H -1.89895 0.22840 -3.18263 0.0 0.0 0.0
H -3.28907 0.14673 -2.13639 0.0 0.0 0.0
H -1.65500 2.10306 -1.89451 -0.2 -0.4 0.2
H -0.52904 1.12267 -1.17030 -0.1 0.0 0.0
H -1.13085 4.03954 1.30876 0.0 0.0 0.0
H 0.54100 4.31763 3.08029 0.0 0.0 0.0
H 1.45827 2.36127 4.26926 0.0 0.0 0.0
H 0.45783 0.12009 3.87083 0.0 0.0 0.0
H -1.37466 -0.12054 2.23627 0.0 0.0 -0.1
H -2.54430 3.64256 -2.04793 -0.2 0.1 0.1
H -3.51838 5.86157 -2.18405 -0.2 -0.1 0.1
H -4.74146 6.82514 -0.26534 0.0 0.0 0.0
H -5.00612 5.49991 1.81208 0.0 0.0 0.0
H -4.05775 3.24354 1.96259 0.0 0.0 0.0
H -0.80206 -1.59679 -2.19017 0.0 0.0 0.0
H -2.47560 -2.07670 -2.30813 0.0 0.0 0.0
H -1.63311 -3.65133 2.17655 0.0 0.0 0.0
H -1.32657 -6.07641 2.34449 0.0 0.0 0.0
H -0.94504 -7.42760 0.30581 0.0 0.0 0.0
H -0.89249 -6.32267 -1.90549 0.0 0.0 0.0
H -1.21518 -3.91044 -2.09377 0.0 0.0 0.0
H -2.81540 -1.59830 2.65995 0.0 0.0 0.0
H -5.09355 -1.48622 3.55072 0.0 0.0 0.0
H -7.03171 -1.49709 2.01585 0.0 0.0 0.0
H -6.66873 -1.66597 -0.42441 0.0 0.0 0.0
H -4.40644 -1.80421 -1.33142 0.0 0.0 0.0
F -0.35602 7.80215 -0.21890 0.0 0.0 0.0
C 0.15407 6.58196 -0.24697 0.0 0.0 0.0
C -0.35657 5.62994 -1.11389 0.1 0.0 0.0
F -1.34938 5.94492 -1.93809 0.8 0.3 -0.2
C 0.18017 4.35531 -1.12225 0.1 0.2 0.1
F -0.33750 3.46880 -1.98312 0.6 0.4 -0.2
C 1.21917 3.97855 -0.28085 -0.2 -0.1 -0.1
S 1.93252 2.37018 -0.31791 0.2 0.0 0.0
C 1.73652 4.96980 0.54404 0.1 -0.1 0.0
F 2.76708 4.68954 1.35491 -0.1 0.0 0.0
C 1.21391 6.24898 0.58229 0.0 0.0 0.0
F 1.71939 7.15364 1.41318 0.0 0.0 0.0
I 2.62622 -5.85049 2.27889 0.0 -0.1 0.0
C 2.17255 -4.31129 1.00418 -0.1 0.1 0.0
C 2.35223 -4.25816 -0.36165 0.0 0.0 0.0
N 1.87008 -3.07871 -0.77988 0.1 0.0 0.1
N 1.37922 -2.35036 0.23205 0.2 0.2 0.2
C 1.55691 -3.09529 1.32136 -0.1 -0.2 0.0
H 2.77487 -4.97130 -1.04934 0.0 0.0 0.0
H 1.96823 -2.65938 -1.69370 0.0 0.0 0.0
H 1.19797 -2.77112 2.28798 0.0 0.0 0.0
C 7.04754 0.56107 -0.23712 0.0 0.0 0.0
N 5.91935 0.50717 0.73892 0.0 0.0 0.0
C 5.14029 1.78142 0.71388 0.0 0.0 0.0
C 5.03161 -0.72197 0.56653 0.1 0.0 0.1
C 4.29111 -0.74428 -0.74029 -0.1 0.0 0.0
C 4.94770 -1.25567 -1.86283 0.0 0.0 0.0
C 4.33371 -1.27323 -3.10613 0.0 0.0 0.0
C 3.04732 -0.76726 -3.22940 0.0 0.0 0.0
C 2.40271 -0.28576 -2.09381 -0.2 -0.2 -0.1
C 2.97076 -0.27960 -0.81592 -0.1 0.1 0.3
H 7.69768 1.38685 0.03919 0.0 0.0 0.0
H 6.63600 0.72434 -1.22863 0.0 0.0 0.0
H 7.59604 -0.37669 -0.20148 0.0 0.0 0.0
H 6.33443 0.41823 1.66622 0.0 0.0 0.0
H 4.65376 1.87115 -0.25291 0.0 0.0 0.0
H 5.82551 2.60856 0.88098 0.0 0.0 0.0
H 4.38133 1.75386 1.49108 0.0 0.0 0.0
H 4.34087 -0.69247 1.40913 0.0 0.0 0.0
H 5.69888 -1.57610 0.68627 0.0 0.0 0.0
H 5.94982 -1.66155 -1.77080 0.0 0.0 0.0
H 4.85557 -1.66564 -3.96821 0.0 0.0 0.0
H 2.56179 -0.74074 -4.19687 0.0 0.0 0.0
H 1.39095 0.11706 -2.25121 0.0 0.0 0.0
```
Positions in Å, forces in eV/Å.

=====

Record 3
The following is a quantum chemistry calculation of a 3-piece molecular cluster, C29H59ClN3O6S3 overall, from OMol25.

Computed properties:
total charge = +1
HOMO = -10.2386 eV
gap between HOMO and LUMO = 0.2871 hartree

The geometry in XYZ format:
```
101
Properties=species:S:1:pos:R:3:forces:R:3
C 1.51637 -2.19437 5.12229 0.3 -0.4 0.1
C 2.71900 -2.47824 4.17421 -0.1 0.0 -0.2
C 2.49462 -3.72102 3.26664 -0.1 1.3 0.0
C 1.40234 -3.37975 2.23654 -0.5 -0.4 -0.2
C 1.00730 -4.56661 1.29947 -0.2 -0.2 1.2
C -0.52837 -4.81897 1.25446 0.2 -0.2 -0.8
C -1.26693 -4.23546 -0.00006 0.4 -0.5 0.5
C -0.64164 -2.95691 -0.58063 -1.0 0.2 0.1
C -0.91610 -1.75016 0.33532 0.3 0.4 -0.2
C -0.04123 -0.49108 -0.03421 -1.1 -0.5 1.0
C -0.80765 0.73745 0.37824 -0.2 0.6 -1.0
C -0.72370 1.44982 1.52523 1.0 -1.4 1.6
C 0.26286 1.11284 2.63640 0.4 1.9 -0.5
C 1.57838 1.94667 2.34845 0.0 -0.6 -0.8
C 2.84417 1.05710 2.21989 0.7 0.9 0.2
C 3.89946 1.68406 1.24629 0.2 -0.7 1.3
S 4.14382 0.70466 -0.25324 -1.4 1.3 -2.7
O 4.26728 1.64254 -1.33033 1.0 0.5 0.4
O 3.05465 -0.19496 -0.51062 0.4 -0.9 1.5
Cl 5.92737 -0.30367 -0.18016 -0.6 0.2 0.5
N -1.62708 2.49638 1.50313 0.7 -1.2 -0.9
C -2.24894 2.41942 0.31807 -0.9 2.1 0.6
C -3.32352 3.43314 -0.03364 0.0 -1.3 0.5
C -4.70176 2.76488 0.17761 -1.3 -0.4 -0.7
O -5.44818 2.60668 -0.77043 0.7 0.6 0.3
N -5.11544 2.36222 1.47960 0.2 -0.2 -0.5
C -6.58403 2.24775 1.54675 -0.6 -0.2 0.5
C -4.54370 1.02815 1.85016 0.4 0.3 0.3
N -1.79655 1.40637 -0.38525 -0.1 -0.3 0.0
C -2.33990 1.17209 -1.75500 -0.5 -0.4 0.2
C -2.44931 -0.29893 -2.18844 0.7 0.8 -1.3
C -3.11398 -0.31011 -3.62077 -0.4 0.6 1.3
O -2.12730 -0.44255 -4.62242 -0.7 0.4 0.3
C -1.77415 0.78744 -5.24250 0.9 0.1 -0.6
H 1.81048 -2.26713 6.17960 -0.1 0.1 -0.3
H 1.08688 -1.19642 4.95954 0.1 -0.3 0.1
H 0.72058 -2.94210 4.97313 0.2 0.3 0.0
H 2.84099 -1.60341 3.51372 0.2 -0.3 0.2
H 3.65772 -2.57798 4.73902 -0.3 0.0 -0.1
H 2.17066 -4.53724 3.92994 0.2 -0.1 -0.5
H 3.42436 -3.97255 2.73767 -0.2 -0.2 0.3
H 0.50346 -3.09275 2.81141 0.2 -0.1 -0.2
H 1.64856 -2.48380 1.63411 0.3 -0.3 0.3
H 1.45124 -5.46692 1.75764 -0.1 0.3 -0.2
H 1.45745 -4.48416 0.30193 -0.2 0.0 0.2
H -0.66720 -5.91135 1.23035 -0.1 0.3 0.0
H -1.02468 -4.47677 2.17650 0.4 0.0 -0.2
H -1.30098 -5.03370 -0.75666 0.1 0.4 0.0
H -2.31206 -4.05270 0.30467 0.3 0.1 -0.3
H -1.13784 -2.75851 -1.54725 0.3 0.0 0.2
H 0.42978 -3.04434 -0.80644 -0.2 -0.1 0.2
H -1.98013 -1.46281 0.30983 0.3 -0.3 -0.1
H -0.71616 -1.97535 1.39522 0.0 -0.1 -0.4
H 0.83328 -0.56294 0.62202 0.1 0.3 -0.7
H 0.25466 -0.48954 -1.08703 0.1 0.1 0.3
H 0.51344 0.04836 2.61616 -0.4 0.2 0.2
H -0.12023 1.44088 3.61291 -0.1 -0.6 -0.2
H 1.46112 2.45711 1.37662 -0.1 -0.1 0.3
H 1.73443 2.74382 3.08671 0.0 -0.3 -0.1
H 3.33694 1.05991 3.20351 -0.2 -0.6 -0.3
H 2.64081 0.03460 1.88064 -0.2 0.2 0.3
H 4.87556 1.76299 1.74586 -0.2 0.0 -0.3
H 3.59882 2.68936 0.93145 0.2 -0.4 -0.4
H -1.77904 3.18325 2.22580 -0.1 0.0 -0.1
H -3.23099 3.74728 -1.07792 -0.2 0.1 0.3
H -3.24612 4.26244 0.67939 0.1 -0.1 -0.4
H -7.09796 3.18619 1.31156 0.3 -0.2 -0.1
H -6.97648 1.43404 0.91550 0.2 0.4 0.0
H -6.84586 1.98034 2.58173 0.2 0.2 -0.3
H -4.07073 0.54870 0.97819 -0.1 0.0 0.4
H -5.36347 0.38908 2.19505 0.3 0.1 -0.2
H -3.83434 1.12125 2.68601 -0.1 -0.1 -0.4
H -3.36401 1.57360 -1.75359 0.4 0.0 0.1
H -1.73888 1.77611 -2.44765 -0.1 -0.4 0.1
H -3.00515 -0.93131 -1.48930 0.2 0.3 0.0
H -1.42546 -0.65374 -2.36720 -0.5 -0.4 0.3
H -3.71566 0.63022 -3.72873 0.5 -0.8 -0.3
H -3.84675 -1.12745 -3.59830 0.4 0.0 -0.6
H -2.30691 0.97002 -6.18817 -0.2 -0.2 0.5
H -0.70315 0.71969 -5.49641 -0.3 0.0 0.1
H -1.88881 1.66843 -4.59336 -0.2 -0.3 -0.1
C 9.52579 -0.21277 0.25012 0.0 0.2 -0.1
S 10.45977 -1.68149 0.71145 0.0 -0.1 0.0
O 10.64954 -1.63652 2.18270 0.0 0.1 0.0
C 12.00703 -1.16470 -0.04672 0.1 0.1 -0.1
H 8.52360 -0.30435 0.66151 0.1 -0.1 0.1
H 10.00573 0.67696 0.65898 0.0 0.0 0.0
H 9.46710 -0.14362 -0.83691 0.0 0.0 0.0
H 12.32923 -0.21492 0.38079 0.0 0.0 0.1
H 11.86964 -1.06786 -1.12413 0.0 0.0 0.0
H 12.75572 -1.92801 0.15581 -0.1 0.0 0.0
C -5.57045 3.77900 -4.20468 0.1 0.1 0.1
S -6.10578 2.48427 -5.33334 -0.2 0.0 0.0
O -4.98840 1.50301 -5.44426 0.1 0.2 0.1
C -6.07211 3.49803 -6.81713 0.1 0.1 -0.1
H -5.48559 3.34829 -3.20709 -0.1 -0.1 0.0
H -4.60080 4.16740 -4.52134 0.0 0.0 -0.1
H -6.31159 4.57835 -4.19148 0.0 0.0 0.0
H -5.07093 3.90343 -6.96583 0.0 0.0 0.1
H -6.79741 4.30612 -6.72057 0.0 0.0 0.0
H -6.34037 2.86986 -7.66436 0.0 -0.1 0.1
```
Positions in Å, forces in eV/Å.

=====

Q: Among the records above, which one has the lowest gap between HOMO and LUMO?
A: C45H42F5IN3P2SY